Record 1
C31H40N4O5 | ωB97M-V/def2-TZVPD

As for the total energy: -1800.53602 a.u. The calculation puts the HOMO-LUMO gap at 6.66 eV. The value obtained for the HOMO energy is -7.0 eV. Its total charge is 0. As for the multiplicity: 1. The maximum force comes out at 2.49 eV/Å.

XYZ file:
```
80
Properties=species:S:1:pos:R:3:forces:R:3:mulliken_charge:R:1
C -3.765 -1.869 -0.882 -0.40 0.19 -0.16 -1.364
N -2.861 -2.796 -0.235 0.10 -0.46 0.42 0.177
C -1.507 -2.457 -0.108 0.11 1.21 -1.18 0.677
O -1.072 -1.428 -0.634 -0.73 -1.71 0.79 -0.488
C -0.704 -3.388 0.689 0.61 0.35 0.13 0.376
C 0.619 -3.180 0.921 -0.33 -1.49 -0.22 -1.165
C 1.577 -2.353 0.204 1.03 1.18 -0.10 0.173
C 1.595 -0.962 0.361 0.00 -0.59 -0.18 -1.068
C 2.494 -0.166 -0.319 0.69 -0.44 -0.35 0.496
C 3.518 -0.761 -1.118 -0.89 -0.87 0.95 0.042
C 3.555 -2.183 -1.240 -0.35 0.94 0.22 1.070
C 2.602 -2.942 -0.580 -0.99 -0.17 0.61 -1.299
C 4.641 -2.845 -2.033 0.46 -0.52 0.07 -0.875
C 5.407 -1.897 -2.955 -0.23 -0.08 -0.19 -0.833
C 5.663 -0.551 -2.311 -0.01 0.12 0.28 -0.723
N 4.481 0.015 -1.692 0.26 0.55 -0.77 -0.030
C 4.641 1.400 -1.297 -0.05 0.02 0.05 -0.788
C 3.305 2.097 -1.096 -0.20 -0.03 -0.12 -1.026
C 2.397 1.319 -0.153 -0.11 0.47 0.55 0.962
C -1.289 -4.667 1.154 0.19 -1.13 0.77 0.332
O -0.615 -5.552 1.676 -0.89 0.96 -0.43 -0.671
N -2.663 -4.865 0.920 0.71 0.80 -0.07 -0.028
C -3.357 -6.034 1.404 -0.48 -0.43 0.12 -1.099
C -3.489 -3.910 0.344 -0.39 0.41 -0.16 0.606
O -4.707 -4.042 0.315 1.32 0.13 -0.06 -0.632
H -3.176 -1.050 -1.299 -0.12 -0.21 0.09 0.435
H -4.310 -2.412 -1.663 0.04 0.33 0.14 0.372
H -4.481 -1.499 -0.135 0.09 0.00 -0.36 0.336
H 1.059 -3.885 1.633 -0.14 -0.15 -0.38 0.494
H 0.904 -0.501 1.069 0.28 -0.17 -0.41 0.944
H 2.604 -4.039 -0.664 0.16 0.47 -0.08 0.452
H 4.211 -3.665 -2.623 0.12 0.13 0.10 0.409
H 5.355 -3.317 -1.338 -0.16 0.09 -0.10 0.308
H 4.835 -1.771 -3.880 0.06 0.14 0.08 0.322
H 6.373 -2.332 -3.225 -0.13 -0.03 -0.07 0.378
H 5.998 0.179 -3.058 0.08 -0.21 0.03 0.389
H 6.470 -0.631 -1.561 -0.04 -0.08 -0.07 0.326
H 5.248 1.467 -0.375 -0.09 0.02 -0.08 0.279
H 5.209 1.888 -2.098 -0.06 0.05 0.19 0.453
H 3.482 3.102 -0.702 -0.04 -0.05 -0.10 0.475
H 2.788 2.203 -2.058 0.22 -0.02 0.01 0.286
H 1.348 1.627 -0.290 0.40 -0.08 0.05 -0.762
H 2.642 1.567 0.894 0.00 -0.02 -0.20 0.369
H -2.657 -6.797 1.725 0.16 0.17 -0.04 0.381
H -4.013 -5.748 2.232 0.10 -0.16 -0.08 0.312
H -3.985 -6.408 0.593 0.06 -0.09 0.20 0.314
C -2.169 2.167 -3.501 0.38 -0.37 0.26 -0.594
O -2.034 3.021 -2.352 -0.14 -0.02 0.03 -0.374
C -1.297 2.555 -1.325 0.82 -1.36 -0.32 -0.290
O -0.705 1.489 -1.345 -0.82 1.49 -0.28 -0.316
C -1.313 3.551 -0.189 -0.37 -0.32 0.58 0.767
C -0.612 4.868 -0.525 -0.14 0.39 -0.37 -0.761
C 0.146 5.275 0.747 0.48 0.06 0.29 -0.668
C -0.214 4.219 1.795 -0.52 0.10 -0.14 -0.752
N -0.651 3.056 1.009 1.08 0.24 -0.23 0.584
C -1.352 2.072 1.743 -0.52 -1.91 0.07 -0.147
C -1.212 0.730 1.517 -0.04 2.48 -0.24 0.470
C -2.142 -0.277 2.086 -0.68 -0.40 0.08 -0.020
C -3.006 0.249 3.239 0.20 -0.14 -0.10 -1.138
C -3.518 1.660 2.978 -0.11 0.09 0.12 -1.068
C -2.374 2.635 2.702 -0.26 -0.23 0.34 -1.005
H -2.813 2.684 -4.199 -0.06 0.18 0.00 0.273
H -1.183 1.990 -3.956 -0.35 -0.06 0.18 0.272
H -2.633 1.213 -3.211 0.29 0.25 -0.09 0.195
H -2.386 3.758 0.008 0.18 -0.03 -0.07 0.381
H 0.061 4.771 -1.392 -0.29 0.03 0.31 0.372
H -1.397 5.593 -0.763 0.38 0.01 -0.20 0.326
H 1.234 5.287 0.586 -0.36 0.08 -0.07 0.213
H -0.170 6.266 1.100 0.27 -0.21 -0.16 0.336
H 0.601 3.950 2.480 -0.14 0.03 -0.27 0.381
H -1.042 4.626 2.405 0.29 -0.16 -0.06 0.394
H -0.535 0.413 0.727 -0.34 0.24 0.28 -0.016
H -2.808 -0.577 1.251 0.23 0.01 0.35 -0.345
H -1.617 -1.196 2.400 -0.08 0.29 -0.10 0.127
H -3.846 -0.435 3.412 0.16 0.09 0.05 0.439
H -2.393 0.259 4.147 -0.09 0.01 0.03 0.427
H -4.220 1.678 2.130 0.18 -0.14 0.10 0.329
H -4.074 2.012 3.855 -0.06 -0.06 -0.13 0.425
H -1.893 2.915 3.657 -0.15 -0.02 -0.31 0.303
H -2.801 3.557 2.275 0.15 -0.18 0.17 0.387
```
Forces are in eV/Å.


Record 2
C31H40N4ORu | ωB97M-V/def2-TZVPD

As for the total energy: -1594.19089 a.u. The calculation puts the HOMO-LUMO gap (alpha / beta) at 2.38 / 6.47 eV. The value obtained for the HOMO energy (alpha / beta) is 0.2 / -3.9 eV. Its total charge is -1. As for the multiplicity: 6. The maximum force comes out at 3.36 eV/Å.

XYZ file:
```
77
Properties=species:S:1:pos:R:3:forces:R:3:lowdin_spin:R:1
Ru 0.121 1.005 -0.825 2.13 0.19 0.25 1.786
N 1.630 -0.578 3.368 0.88 1.19 -2.99 0.299
N 2.078 1.393 1.185 2.06 -0.37 -1.85 0.198
C -1.048 1.126 -2.571 -1.25 -0.16 0.02 0.093
C -1.517 2.090 -1.604 -0.31 0.02 -0.23 0.077
C -1.908 1.379 -0.419 -1.13 -0.32 -0.49 0.096
C -2.494 2.026 0.788 -0.12 0.09 0.19 0.030
H -1.856 2.855 1.120 -0.16 -0.13 0.09 0.004
H -2.598 1.305 1.605 0.08 0.24 -0.06 0.000
H -3.484 2.452 0.558 0.09 -0.09 0.09 0.007
C -1.692 -0.037 -0.644 -0.74 0.36 -0.48 0.068
C -1.931 -1.120 0.351 0.08 -0.02 0.30 0.022
H -2.915 -1.005 0.816 0.09 -0.14 -0.03 0.003
H -1.184 -1.068 1.152 -0.25 -0.12 0.00 0.006
H -1.859 -2.103 -0.118 -0.05 -0.01 0.04 0.001
C -1.168 -0.190 -1.981 -0.81 0.02 -0.41 0.072
C -0.759 -1.466 -2.640 0.25 -0.19 0.03 0.021
H -1.239 -2.332 -2.170 0.03 0.12 -0.16 0.001
H 0.328 -1.603 -2.548 -0.22 -0.14 -0.21 0.006
H -1.015 -1.448 -3.705 0.02 -0.12 0.08 0.002
C -1.586 3.575 -1.758 -0.16 0.15 0.12 0.028
H -2.625 3.929 -1.795 0.02 -0.01 -0.09 0.005
H -1.082 3.901 -2.669 -0.01 0.05 0.10 0.001
H -1.110 4.072 -0.904 -0.06 -0.06 -0.20 0.007
C -0.476 1.445 -3.907 0.32 -0.12 -0.19 0.041
H 0.607 1.248 -3.913 -0.25 0.07 -0.23 0.013
H -0.636 2.504 -4.130 0.08 -0.18 -0.15 0.001
H -0.938 0.834 -4.695 0.06 0.17 0.04 0.006
C 1.230 -1.445 4.288 -0.95 -0.99 2.23 0.189
H 1.562 -2.483 4.187 0.12 0.27 0.12 0.020
C 0.422 -1.074 5.382 0.19 0.37 -0.90 0.190
H 0.257 -1.797 6.181 -0.20 0.12 -0.15 0.007
C -0.124 0.224 5.406 -0.47 -1.51 2.77 0.265
H -0.761 0.555 6.237 0.31 -0.21 -0.30 0.024
C 0.140 1.072 4.345 0.81 1.14 -3.05 0.289
H -0.304 2.067 4.263 -0.05 -0.31 0.00 0.017
C 0.964 0.616 3.261 -1.02 0.78 1.24 0.076
C 1.003 1.421 2.070 0.12 0.41 2.35 0.506
H 0.359 2.305 1.997 0.09 -0.42 0.01 0.035
C 1.888 0.858 -0.070 1.04 0.50 0.93 0.231
C 3.416 1.858 1.268 -1.05 -0.64 -0.16 0.034
H 3.763 2.440 2.097 0.12 -0.09 0.23 0.004
C 4.038 1.483 0.128 0.18 -0.23 0.05 0.031
H 5.059 1.611 -0.191 0.01 0.01 0.15 0.005
N 3.114 0.814 -0.677 0.26 -0.14 0.42 0.093
C 3.343 -0.047 -1.810 -0.43 0.40 0.02 0.020
C 3.751 0.497 -3.030 -0.14 -0.51 0.10 0.009
C 3.876 -0.363 -4.134 0.07 -0.20 0.07 -0.001
H 4.194 0.034 -5.104 -0.08 -0.04 0.34 0.000
C 3.588 -1.728 -4.026 -0.17 0.16 0.53 0.006
C 3.714 -2.704 -5.158 0.00 -0.07 -0.36 0.001
H 2.775 -3.256 -5.286 0.14 0.14 -0.06 0.000
H 4.491 -3.457 -4.969 -0.07 0.21 0.02 0.000
H 3.953 -2.198 -6.096 -0.02 -0.07 0.00 0.000
C 3.130 -2.223 -2.803 0.09 0.41 -0.02 -0.001
H 2.861 -3.278 -2.713 0.10 0.27 -0.02 0.000
C 2.993 -1.399 -1.688 0.29 -0.09 -0.02 0.011
C 2.513 -1.984 -0.397 -0.38 -0.54 0.29 0.009
H 3.213 -1.830 0.436 -0.27 0.18 -0.18 0.000
H 2.392 -3.065 -0.531 0.09 0.09 0.07 0.000
H 1.524 -1.591 -0.105 0.50 -0.01 -0.03 0.007
C 3.991 1.971 -3.136 0.16 0.43 -0.34 0.005
H 4.705 2.331 -2.383 -0.22 -0.08 -0.21 0.001
H 3.063 2.555 -3.016 0.22 -0.29 0.10 0.006
H 4.398 2.200 -4.125 -0.01 0.06 0.11 0.000
C -4.257 -2.567 3.557 0.12 0.03 -0.18 0.002
N -4.657 -1.308 4.155 -0.34 -0.28 0.13 0.000
C -6.042 -1.180 4.568 0.15 0.26 -0.18 0.000
C -3.894 -0.218 3.930 1.95 0.23 -0.98 0.001
O -2.823 -0.235 3.311 -1.98 -0.02 1.07 0.006
H -4.932 -3.336 3.933 0.15 -0.09 -0.03 0.000
H -3.221 -2.801 3.820 -0.17 0.07 -0.07 0.003
H -4.335 -2.527 2.462 0.05 -0.05 0.14 0.000
H -6.144 -0.321 5.242 -0.05 -0.26 -0.10 0.000
H -6.705 -1.027 3.702 0.02 -0.05 0.17 0.000
H -6.349 -2.100 5.074 0.00 0.23 0.09 0.000
H -4.309 0.710 4.364 0.04 -0.08 -0.03 0.000
```
Forces are in eV/Å.